Density functional theory data (wB97M-V/def2-TZVPD) for C3H5O3Rh as an isolated structure at a distorted geometry.

```
12
Properties=species:S:1:pos:R:3:forces:R:3:mulliken_spin:R:1
H 3.026629 -3.127503 0.048301 1.1455 -1.2810 -0.2957 0.0159
O -1.087152 -0.536993 -0.547708 1.5306 -1.2338 0.5819 0.0313
C -0.029689 -0.081495 0.033652 -2.2936 2.0422 -1.1761 -0.1194
C -2.103948 0.499483 -0.693745 -0.8278 0.4429 -0.1177 0.0089
O 2.561437 -2.435523 0.515282 -0.4248 -0.5122 0.9253 0.8441
O -0.114335 1.182348 0.297027 1.4001 -1.0486 0.6188 0.0309
C -1.418108 1.716622 -0.084321 -0.7638 0.6008 -0.0826 0.0119
Rh 1.880758 -0.929557 -0.152190 -0.2932 1.3479 -0.6031 3.1718
H -2.990534 0.165733 -0.147926 0.2138 -0.0072 -0.1380 0.0012
H -2.322262 0.597216 -1.760880 0.0810 -0.1463 0.2291 0.0016
H -1.896082 2.089848 0.825366 0.1818 -0.0513 -0.1659 0.0018
H -1.242668 2.531041 -0.792475 0.0504 -0.1534 0.2240 0.0000
```
Positions in Å, forces in eV/Å.

- total charge = +2
- LUMO energy (spin up / spin down) (Eh) = -0.3727 / -0.5146
- F_max (eV Å⁻¹) = 3.289
- E_tot (eV) = -12317.21500
- 2S+1 = 5